C20H60Br3N5O5 | the ωB97M-V functional and the def2-TZVPD basis

Computed properties:
HOMO-LUMO gap: 1.93 eV
Total charge: +2
HOMO level: -7.831 eV
Calculated total energy: -249502.4392 eV

Positions of all 93 atoms, in Å:
C: 3.51 3.07 4.08
C: 4.87 3.16 3.48
C: 5.49 4.53 3.77
O: 6.57 5.04 3.03
C: 6.33 5.06 1.59
N: 5.72 1.97 3.92
H: 5.44 1.13 3.43
H: 6.69 2.07 3.63
H: 5.72 1.86 4.93
H: 3.00 2.27 3.55
H: 2.96 3.93 3.71
H: 3.31 2.84 5.12
H: 4.75 3.05 2.40
H: 5.93 4.63 4.76
H: 4.69 5.27 3.83
H: 7.08 5.67 1.09
H: 5.36 5.46 1.29
H: 6.39 4.03 1.23
C: -0.92 -2.49 7.03
C: -0.49 -3.87 6.53
C: 0.25 -3.88 5.17
O: 0.64 -5.23 4.85
C: 1.06 -5.33 3.55
N: 0.47 -4.67 7.48
H: 0.92 -5.41 6.95
H: 1.24 -4.12 7.82
H: 0.09 -5.00 8.36
H: -1.57 -1.93 6.37
H: -0.08 -1.81 7.19
H: -1.47 -2.48 7.97
H: -1.34 -4.55 6.45
H: 1.15 -3.27 5.24
H: -0.55 -3.47 4.56
H: 1.25 -6.38 3.30
H: 2.02 -4.82 3.61
H: 0.55 -4.83 2.73
C: 1.50 -2.43 -4.30
C: 2.78 -3.10 -4.92
C: 2.64 -4.40 -5.79
O: 1.68 -4.37 -6.78
C: 0.43 -4.68 -6.28
N: 3.57 -2.01 -5.59
H: 3.27 -1.98 -6.56
H: 3.41 -1.17 -5.06
H: 4.56 -2.17 -5.53
H: 0.88 -1.98 -5.08
H: 1.89 -1.53 -3.81
H: 0.90 -3.05 -3.64
H: 3.43 -3.40 -4.09
H: 2.53 -5.23 -5.10
H: 3.63 -4.71 -6.13
H: -0.21 -3.80 -6.21
H: 0.40 -5.07 -5.27
H: -0.15 -5.32 -6.94
C: -4.10 3.44 -5.36
C: -4.64 2.22 -4.56
C: -6.12 2.13 -5.02
O: -6.77 0.85 -4.75
C: -6.90 0.42 -3.44
N: -3.85 1.05 -5.15
H: -4.03 1.16 -6.14
H: -2.91 1.26 -4.85
H: -4.26 0.16 -4.90
H: -3.99 3.25 -6.43
H: -3.15 3.75 -4.92
H: -4.75 4.31 -5.32
H: -4.39 2.24 -3.50
H: -6.36 2.19 -6.08
H: -6.74 2.90 -4.56
H: -7.69 1.03 -3.00
H: -6.04 0.34 -2.79
H: -7.31 -0.58 -3.57
C: -2.06 -0.47 1.32
C: -1.69 1.02 1.00
C: -1.16 1.28 -0.47
O: -1.14 2.73 -0.77
C: 0.08 3.25 -0.13
N: -2.90 1.97 1.30
H: -2.69 2.38 2.20
H: -3.05 2.73 0.65
H: -3.79 1.51 1.40
H: -2.82 -0.92 0.69
H: -2.36 -0.63 2.36
H: -1.21 -1.11 1.08
H: -0.94 1.41 1.69
H: -1.80 0.91 -1.27
H: -0.30 0.73 -0.83
H: 0.25 4.28 -0.45
H: 1.05 2.78 -0.28
H: -0.02 3.31 0.95
Br: -4.03 6.56 -0.96
Br: -7.68 -0.19 2.25
Br: -1.92 3.23 5.72